Computed, not measured: C35H37N4OPSTi as an isolated structure in a non-equilibrium geometry, with wB97M-V/def2-TZVPD.

Highest occupied orbital energy (eV): -0.0565
Net charge: -2
Calculated total energy (a.u.): -3239.26367
Frontier orbital gap (eV): 4.48
Energy relative to the best compared isomer or geometry (same formula, charge and spin) (kcal per mole): 17.9

Last column: Löwdin charge in e.
Positions of all 80 atoms, in Å:
Ti -0.9836 0.1057 -0.9043  0.88
C -3.2074 -2.1253 -1.5199  -0.06
C -3.6741 -0.7347 -1.0386  -0.70
C -4.8837 -0.8991 -0.0824  -0.04
C -4.1201 0.1082 -2.2584  -0.03
O -2.6587 -0.1135 -0.3489  -0.28
H -4.0271 -2.6983 -1.9574  0.08
H -2.7855 -2.6596 -0.6665  0.07
H -2.4117 -1.9944 -2.2568  0.05
H -5.6775 -1.4961 -0.5321  0.07
H -5.2829 0.0834 0.1685  0.07
H -4.5434 -1.3821 0.8329  0.08
H -5.0104 -0.3222 -2.7188  0.08
H -3.3189 0.1346 -2.9984  0.07
H -4.3359 1.1298 -1.9437  0.08
N -0.3524 -1.7607 -0.4718  -0.30
P 1.0593 -1.7546 0.1290  0.71
C 2.1546 -0.3436 -0.2424  -0.31
C 2.4181 -0.0887 -1.5665  -0.18
C 3.0981 1.0583 -1.9736  -0.17
C 3.5429 1.9583 -0.9929  -0.17
C 3.2613 1.7708 0.3260  -0.13
C 2.3374 0.7150 0.7896  -0.26
C 1.9975 -3.2294 -0.4225  -0.27
C 1.2748 -4.4182 -0.5262  -0.09
C 1.8684 -5.5667 -1.0025  -0.11
C 3.2002 -5.5386 -1.4160  -0.12
C 3.9197 -4.3541 -1.3353  -0.11
C 3.3294 -3.2110 -0.8363  -0.09
C 1.2079 -1.9260 1.9538  -0.25
C 0.0478 -1.6866 2.6972  -0.09
C 0.0271 -1.9125 4.0550  -0.10
C 1.1599 -2.4097 4.7012  -0.11
C 2.3177 -2.6551 3.9639  -0.11
C 2.3444 -2.4182 2.6078  -0.08
H 2.1610 -0.8554 -2.2947  0.10
H 3.3705 1.1997 -3.0093  0.06
H 4.1847 2.7822 -1.2916  0.08
H 3.7121 2.4235 1.0673  0.07
H 2.6667 0.2841 1.7452  0.10
H 0.2318 -4.4067 -0.2335  0.10
H 1.3083 -6.4934 -1.0696  0.09
H 3.6650 -6.4294 -1.8212  0.08
H 4.9502 -4.3245 -1.6727  0.09
H 3.8820 -2.2835 -0.7684  0.10
H -0.8147 -1.2986 2.1592  0.10
H -0.8669 -1.7134 4.6345  0.09
H 1.1435 -2.6097 5.7660  0.08
H 3.2002 -3.0404 4.4646  0.09
H 3.2458 -2.6007 2.0338  0.11
C 1.8035 2.0875 3.4207  -0.06
C 0.8112 2.3456 2.2875  -0.53
C 1.0161 3.7383 1.6815  -0.04
C -0.5989 2.3081 2.8902  -0.06
C 0.8689 1.3010 1.1629  -0.28
N -0.1437 0.9181 0.5804  0.01
H 1.6015 2.7891 4.2343  0.07
H 2.8363 2.2127 3.1064  0.07
H 1.6789 1.0758 3.8035  0.08
H 0.9510 4.4970 2.4650  0.07
H 0.2434 3.9236 0.9379  0.08
H 1.9793 3.8285 1.1877  0.06
H -0.7473 3.1501 3.5705  0.07
H -0.7489 1.3772 3.4340  0.07
H -1.3270 2.3592 2.0834  0.06
S -0.3380 -1.3304 -5.3894  0.48
C -0.4477 -0.7668 -3.9022  -0.96
N -0.5333 -0.3248 -2.8190  -0.03
N -4.1757 6.3652 -3.3157  0.11
C -3.5251 5.4779 -2.9437  -0.24
C -2.7774 4.3981 -2.4886  -0.27
C -2.9859 3.8665 -1.2000  -0.05
C -2.2923 2.7502 -0.7958  -0.14
C -1.3444 2.0724 -1.5979  -0.19
C -1.1225 2.6724 -2.8559  -0.10
C -1.8057 3.7838 -3.3015  -0.05
H -3.7071 4.3446 -0.5419  0.11
H -2.5022 2.3494 0.1959  0.08
H -0.3768 2.2394 -3.5219  0.09
H -1.6235 4.1915 -4.2906  0.10

Cartesian forces, eV/Å:
Ti 2.059 -2.262 1.603
C -0.076 0.329 0.238
C -1.630 -0.944 -0.751
C 0.502 0.146 -0.179
C 0.228 -0.163 0.389
O -0.941 0.333 0.494
H -0.078 0.052 -0.064
H 0.020 -0.054 -0.139
H -0.073 -0.230 0.048
H -0.009 -0.035 -0.078
H -0.030 0.085 0.080
H -0.015 -0.057 0.068
H -0.038 -0.059 -0.033
H 0.005 0.067 -0.058
H -0.019 0.035 -0.018
N -1.061 0.473 0.007
P 2.426 1.382 -0.532
C -0.787 -1.317 0.436
C 0.600 0.146 -0.227
C -0.272 -0.316 -0.923
C 0.061 -0.070 0.662
C 0.924 0.564 -0.228
C -1.664 0.092 0.590
C -0.059 -0.276 -0.178
C -0.050 0.218 0.165
C 0.389 -0.363 -0.173
C -0.150 0.058 0.010
C 0.225 -0.443 -0.134
C -0.375 0.307 0.323
C -0.494 -0.439 0.352
C 0.279 0.212 -0.676
C 0.224 -0.185 0.766
C -0.041 0.072 -0.331
C -0.076 -0.050 0.627
C -0.302 0.372 -0.684
H -0.021 0.132 -0.089
H -0.071 0.018 -0.127
H 0.036 0.060 0.062
H -0.003 0.057 -0.017
H 0.077 0.058 0.027
H -0.047 -0.015 -0.051
H -0.035 0.042 -0.011
H 0.007 -0.036 0.017
H -0.009 -0.006 0.001
H 0.001 0.089 -0.035
H 0.001 -0.119 0.096
H -0.046 0.015 -0.039
H -0.018 0.028 0.013
H -0.014 0.013 -0.017
H 0.003 -0.057 0.002
C 0.004 0.007 -0.187
C -0.648 0.117 0.318
C 0.101 -0.103 -0.042
C 0.114 0.106 -0.136
C 2.343 0.198 0.689
N -1.082 0.159 -0.484
H 0.037 0.043 0.057
H 0.136 0.004 -0.030
H 0.031 -0.143 0.096
H -0.062 0.086 0.079
H -0.097 0.081 -0.084
H 0.074 -0.013 -0.041
H 0.013 0.044 0.097
H -0.108 -0.124 0.064
H -0.102 -0.006 0.092
S 0.083 -0.461 -1.062
C -0.082 0.689 1.211
N -0.051 -0.177 -1.238
N 0.542 -0.644 0.276
C -1.391 1.905 -0.784
C 1.214 -1.715 0.707
C -0.152 0.530 -0.412
C 0.360 -0.262 0.274
C -0.655 1.665 -0.947
C 0.430 -0.442 0.268
C -0.496 0.558 0.078
H 0.017 -0.064 -0.063
H -0.004 0.087 -0.181
H -0.157 -0.046 0.081
H 0.027 -0.034 0.019

---

Computed, not measured: a 2-piece molecular cluster, C8H12ClN overall, with wB97M-V/def2-TZVPD.

SMILES string: Clc1ccccc1.CCN
Highest occupied orbital energy (eV): -9.1947
Net charge: 0
Calculated total energy (a.u.): -826.97544
Frontier orbital gap (eV): 10.11
Energy relative to the best compared isomer or geometry (same formula, charge and spin) (kcal per mole): 0.0

Last column: Löwdin charge in e.
Positions of all 22 atoms, in Å:
N -1.4255 -2.5268 0.6149  -0.03
C -2.9680 -0.5518 0.2695  -0.12
C -1.8897 -1.2316 1.1144  -0.36
H -1.0546 -2.4206 -0.3358  0.06
H -2.2172 -3.1752 0.5406  0.06
H -2.5920 -0.3702 -0.7514  0.07
H -3.2604 0.4146 0.7138  0.07
H -3.8620 -1.1946 0.2060  0.07
H -1.0061 -0.5685 1.1849  0.10
H -2.2735 -1.3912 2.1404  0.10
Cl 0.9845 -0.4362 -2.9784  0.65
C 2.3028 1.8054 0.7113  -0.10
C 1.4242 2.4008 -0.1928  -0.09
C 2.7728 0.5136 0.4707  -0.09
C 1.0117 1.7149 -1.3358  -0.12
C 2.3704 -0.1852 -0.6664  -0.12
C 1.4911 0.4261 -1.5598  -0.69
H 2.6236 2.3504 1.6089  0.11
H 1.0498 3.4169 -0.0108  0.11
H 3.4649 0.0379 1.1780  0.11
H 0.3203 2.1732 -2.0551  0.11
H 2.7330 -1.2020 -0.8671  0.11

Cartesian forces, eV/Å:
N -0.251 -0.172 -0.476
C -0.037 0.026 -0.044
C 0.125 0.146 0.264
H -0.162 -0.051 0.441
H 0.391 0.303 0.027
H -0.185 -0.033 0.309
H 0.055 -0.314 -0.197
H 0.254 0.262 -0.030
H -0.380 -0.273 0.073
H 0.249 0.137 -0.401
Cl -0.039 -0.043 -0.044
C 0.053 0.046 0.120
C -0.089 0.167 0.002
C 0.114 -0.069 0.127
C -0.098 0.044 -0.094
C 0.006 -0.134 -0.081
C 0.151 0.208 0.405
H -0.164 -0.278 -0.456
H 0.186 -0.501 -0.088
H -0.349 0.235 -0.349
H 0.364 -0.238 0.378
H -0.195 0.535 0.114

---

Computed, not measured: a 2-piece molecular cluster, C6H12O overall in a non-equilibrium geometry, with wB97M-V/def2-TZVPD.

2S+1: 2
Highest occupied orbital energy (alpha / beta) (eV): -14.6347 / -14.7252
Net charge: +1
⟨S²⟩: 0.78
Calculated total energy (a.u.): -310.60864
Frontier orbital gap (alpha / beta) (eV): 8.26 / 7.32
Energy relative to the best compared isomer or geometry (same formula, charge and spin) (kcal per mole): 68.2

Last column: Mulliken spin population.
Positions of all 19 atoms, in Å:
C 0.1452 -0.5959 2.0601  0.00
C 0.3235 -1.3777 0.7730  0.03
C -0.3690 -0.4870 -0.3415  0.15
C -0.4804 -1.1797 -1.5469  0.48
C -1.5068 1.5163 -1.1461  0.20
C -1.1041 0.7881 -0.0730  0.06
H 0.5118 -1.0197 3.0711  0.00
H 0.7887 0.3550 2.0300  0.00
H -0.8868 -0.2444 2.1733  0.00
H 1.3555 -1.6696 0.5081  0.01
H -0.1538 -2.3367 0.8289  0.03
H -1.4110 -1.4673 -2.0800  0.02
H 0.4794 -1.5583 -2.1159  0.02
H -1.7657 0.8484 -2.0521  0.00
H -2.0264 2.5454 -1.2168  0.00
H -1.2749 1.1725 0.9111  0.01
H 1.9072 1.2519 -1.1197  0.00
H 2.8452 1.5188 0.0738  0.00
O 2.6225 1.9400 -0.7375  0.00

Cartesian forces, eV/Å:
C 1.968 1.525 2.242
C 0.191 1.823 -0.141
C -1.444 -0.283 0.950
C 1.719 -0.818 -2.235
C -2.725 -0.765 -1.878
C 0.953 -1.077 -0.695
H -0.806 -0.100 -1.937
H -0.947 -1.124 -0.237
H 0.284 -0.484 0.266
H -0.200 0.645 -0.011
H -0.796 -0.457 -0.245
H 0.447 0.810 0.429
H -1.862 0.368 1.611
H 1.225 1.512 0.794
H 1.290 -1.717 0.692
H 0.679 0.136 0.388
H 2.560 2.543 1.096
H 0.603 -0.386 1.249
O -3.139 -2.152 -2.340

---

Computed, not measured: one molecule with the formula C5H5N in a non-equilibrium geometry, with wB97M-V/def2-TZVPD.

SMILES string: CCC#CC#N
Highest occupied orbital energy (eV): -10.4470
Net charge: 0
Calculated total energy (a.u.): -248.20413
Frontier orbital gap (eV): 11.06
Energy relative to the best compared isomer or geometry (same formula, charge and spin) (kcal per mole): 44.5

Last column: Löwdin charge in e.
Positions of all 11 atoms, in Å:
C -1.5216 -0.8361 0.3619  -0.10
C -0.8670 0.3620 -0.3436  -0.24
C 0.5965 0.3495 -0.2931  -0.01
C 1.7960 0.4156 -0.1760  -0.02
C 3.1586 0.5970 -0.0259  -0.24
N 4.2936 0.8009 0.1039  0.15
H -1.0149 -1.0594 1.3042  0.08
H -1.4884 -1.7346 -0.2594  0.08
H -2.5705 -0.6162 0.5822  0.07
H -1.1846 1.2981 0.1327  0.12
H -1.1977 0.4233 -1.3870  0.12

Cartesian forces, eV/Å:
C -0.018 -0.081 0.047
C -0.028 0.058 -0.005
C 0.413 0.085 0.099
C -0.520 -0.008 -0.070
C 0.972 0.225 0.083
N -1.100 -0.286 -0.129
H -0.084 0.070 -0.099
H 0.069 0.126 0.062
H 0.163 -0.023 -0.081
H 0.037 -0.140 -0.049
H 0.095 -0.026 0.142

---

Among the records above, which one has the lowest energy relative to the best compared isomer or geometry (same formula, charge and spin)? C8H12ClN

---

What is the calculated total energy in the fourth record? -248.20413 a.u.

---

energy relative to the best compared isomer or geometry (same formula, charge and spin) of number 3 (C6H12O)? 68.2 kcal per mole

---

Repeat the third record exactly.
Computed, not measured: a 2-piece molecular cluster, C6H12O overall in a non-equilibrium geometry, with wB97M-V/def2-TZVPD.

2S+1: 2
Highest occupied orbital energy (alpha / beta) (eV): -14.6347 / -14.7252
Net charge: +1
⟨S²⟩: 0.78
Calculated total energy (a.u.): -310.60864
Frontier orbital gap (alpha / beta) (eV): 8.26 / 7.32
Energy relative to the best compared isomer or geometry (same formula, charge and spin) (kcal per mole): 68.2

Last column: Mulliken spin population.
Positions of all 19 atoms, in Å:
C 0.1452 -0.5959 2.0601  0.00
C 0.3235 -1.3777 0.7730  0.03
C -0.3690 -0.4870 -0.3415  0.15
C -0.4804 -1.1797 -1.5469  0.48
C -1.5068 1.5163 -1.1461  0.20
C -1.1041 0.7881 -0.0730  0.06
H 0.5118 -1.0197 3.0711  0.00
H 0.7887 0.3550 2.0300  0.00
H -0.8868 -0.2444 2.1733  0.00
H 1.3555 -1.6696 0.5081  0.01
H -0.1538 -2.3367 0.8289  0.03
H -1.4110 -1.4673 -2.0800  0.02
H 0.4794 -1.5583 -2.1159  0.02
H -1.7657 0.8484 -2.0521  0.00
H -2.0264 2.5454 -1.2168  0.00
H -1.2749 1.1725 0.9111  0.01
H 1.9072 1.2519 -1.1197  0.00
H 2.8452 1.5188 0.0738  0.00
O 2.6225 1.9400 -0.7375  0.00

Cartesian forces, eV/Å:
C 1.968 1.525 2.242
C 0.191 1.823 -0.141
C -1.444 -0.283 0.950
C 1.719 -0.818 -2.235
C -2.725 -0.765 -1.878
C 0.953 -1.077 -0.695
H -0.806 -0.100 -1.937
H -0.947 -1.124 -0.237
H 0.284 -0.484 0.266
H -0.200 0.645 -0.011
H -0.796 -0.457 -0.245
H 0.447 0.810 0.429
H -1.862 0.368 1.611
H 1.225 1.512 0.794
H 1.290 -1.717 0.692
H 0.679 0.136 0.388
H 2.560 2.543 1.096
H 0.603 -0.386 1.249
O -3.139 -2.152 -2.340